(1)
{
  "formula": "C27H74N5O8PSSi",
  "method": "wB97M-V/def2-TZVPD",
  "smiles": "CCOP(=O)(CCC[SiH2]S)OCC.COC[C@@H](C)N.COC[C@@H](C)N.COC[C@@H](C)N.COC[C@@H](C)N.COC[C@@H](C)N",
  "homo_lumo_gap_ev": 9.17,
  "homo_energy_ev": -8.87,
  "spin_multiplicity": 1,
  "species": ["O", "H", "C", "C", "H", "H", "H", "H", "H", "H", "H", "H", "H", "H", "O", "C", "H", "H", "H", "S", "H", "H", "H", "C", "H", "C", "H", "H", "H", "H", "C", "C", "H", "H", "H", "H", "H", "C", "C", "H", "H", "H", "C", "C", "C", "H", "O", "C", "H", "H", "C", "H", "N", "C", "O", "O", "C", "H", "O", "H", "C", "N", "H", "N", "H", "H", "C", "C", "H", "H", "H", "H", "O", "P", "H", "H", "H", "C", "C", "H", "H", "H", "H", "C", "H", "H", "H", "Si", "N", "H", "H", "H", "H", "H", "H", "H", "H", "H", "N", "C", "H", "H", "H", "H", "O", "H", "H", "C", "H", "H", "H", "C", "H", "H", "C", "H", "C"],
  "positions_angstrom": [[-0.91259, -4.92549, 4.75624], [-3.82817, 1.28943, -6.56651], [-0.80861, -3.54122, 4.45694], [-0.33845, 6.12889, -0.51624], [-1.18056, 3.24807, -3.45384], [6.48972, 1.83156, -0.53617], [-3.57391, -1.36974, 6.56701], [-1.18212, -3.43563, 3.43374], [2.68982, -7.39648, 1.88198], [-5.94321, 4.29294, -8.49845], [4.66658, -2.48133, -2.13429], [0.40591, -2.27091, 6.53316], [-2.11853, -5.27091, -0.29864], [2.27301, -2.53413, -2.47941], [1.31597, -3.44755, 0.48091], [-3.62401, 3.31608, -6.57408], [-0.84047, 6.00885, 0.44728], [-1.17747, 4.83403, -3.24402], [6.64441, -2.78629, 1.11012], [5.55315, -0.20815, 2.00314], [-5.44979, 4.51475, -6.40977], [-3.53394, 0.01837, 7.64080], [-2.46442, 2.65772, -8.25475], [-0.98434, -3.52934, -1.03462], [-2.70285, 3.26512, -5.98596], [3.09013, -7.38646, 0.84350], [-3.95070, 5.45438, -6.38777], [-1.23721, 3.83487, 0.20097], [6.59997, -1.13057, -0.70569], [-1.78564, -3.39967, -1.80295], [2.82765, 2.04309, -2.58125], [-0.94329, 3.84431, -0.85603], [2.86607, -4.16215, -2.81935], [-5.54860, 4.16832, -10.20964], [1.25174, -3.90555, 2.79284], [-1.61616, 1.06691, 8.05444], [1.75192, 1.84073, -2.60866], [3.41914, 1.20288, -1.43498], [-5.11808, 4.28548, -9.21389], [3.07778, 1.56245, -0.45613], [-0.39756, 2.91256, -1.03469], [-3.83095, 2.29738, 6.70834], [4.17061, -2.38267, -0.02088], [4.15108, -3.14797, -1.39534], [-3.75244, 0.48777, 5.50874], [-2.88391, 5.92629, -1.73329], [-0.00856, 4.88309, -1.10498], [-3.56442, 1.98996, 5.69423], [3.19399, 0.68081, -4.05198], [-3.38535, -0.88942, 4.05268], [5.52455, 2.19047, -0.89653], [-2.73598, 4.39197, -8.26631], [-3.17260, 0.09107, 4.22005], [-3.21515, 3.42779, -8.05447], [-4.26575, 3.17957, -8.97691], [0.05887, -4.26750, -1.68649], [-1.07315, 0.61466, 7.22062], [4.40918, 1.68727, -3.78598], [-1.77296, -0.48321, 6.66089], [0.60694, -2.00741, 4.00224], [-4.41367, 4.51763, -6.06772], [-1.78708, 4.02072, -3.18941], [4.12140, -7.80872, 0.87376], [-4.39727, 2.09478, -6.31855], [5.72004, 2.94631, -1.66047], [-0.11520, 0.24635, 7.59118], [-3.19628, 4.92838, -1.42307], [0.62603, -2.98443, 4.49525], [-0.89254, -4.68413, 0.85269], [-5.15666, 2.07001, -6.99546], [-4.44011, 4.51807, -4.97672], [-4.14557, 4.72412, -1.92155], [1.84109, -5.78941, -0.45149], [1.50349, -4.18535, -0.82235], [2.73989, 3.84051, -1.36689], [0.59019, 6.67883, -0.35590], [4.79750, -4.05445, -1.34283], [-2.17226, 3.85706, -1.78296], [-0.91729, -5.23062, 6.13882], [-2.66791, 2.88744, -1.67690], [-3.38392, 4.94710, -0.34683], [3.14551, -5.23806, 1.14409], [4.01546, 3.88201, -2.59284], [1.15442, -2.76638, 5.90896], [2.44987, -8.05759, 0.22707], [-4.20635, 2.53796, 5.00225], [2.34069, 4.09079, -3.06460], [5.89884, -1.70134, 0.44671], [3.39622, 1.66274, -3.88017], [3.91068, -5.77672, -0.44867], [4.25432, -0.39409, 2.39131], [4.98392, 2.63011, -0.05531], [2.04201, -2.13058, 5.88657], [-4.57828, 5.23544, -9.18020], [-2.54069, 2.31042, 5.49767], [-4.82948, 0.29897, 5.46927], [-0.70114, -2.50565, -0.72036], [3.80220, -3.09792, 0.75346], [1.55967, -3.84442, 3.76243], [2.72747, -3.42428, -1.98694], [-2.39076, -3.73569, 0.69408], [1.43860, -4.79156, 4.11506], [-0.86135, 1.36367, 6.45459], [-1.42335, -4.46114, 6.72816], [4.83306, 1.08733, -1.45745], [-1.48173, -2.95627, 5.09769], [-1.45040, -6.17359, 6.27134], [-1.66529, -4.34899, 0.12199], [-0.95619, 6.72094, -1.19486], [1.44578, -3.69690, 6.39795], [-2.16038, 0.10321, 4.32661], [-3.18588, -0.35178, 6.66838], [3.43832, -1.55041, -0.08590], [3.04184, 0.18029, -1.53905], [2.99861, 3.54545, -2.38611], [0.10253, -5.37639, 6.50197], [3.08100, -5.91997, 0.27236]],
  "forces_ev_per_angstrom": [[-0.13, 0.24, 0.15], [0.01, -0.01, 0.13], [-0.05, 0.15, -0.30], [0.25, 0.10, -0.25], [-0.11, -0.04, -0.07], [-0.08, -0.08, 0.03], [0.09, -0.01, -0.04], [0.06, -0.11, -0.02], [0.22, 0.02, -0.73], [0.01, 0.21, 0.03], [-0.43, -0.56, 0.36], [-0.01, -0.03, -0.02], [0.02, 0.69, 0.26], [0.18, -0.48, 0.76], [0.55, -0.56, -1.90], [-0.33, 0.10, -0.18], [-0.08, -0.04, -0.03], [-0.10, 0.04, -0.03], [0.30, -0.04, -0.22], [-0.09, 0.27, 0.10], [0.05, -0.07, -0.09], [0.05, 0.13, -0.01], [-0.08, -0.04, -0.04], [-2.48, -0.11, 0.29], [0.01, -0.03, -0.04], [0.09, 0.21, 0.03], [-0.02, -0.02, -0.01], [-0.08, 0.11, 0.00], [0.20, 0.13, -0.02], [0.80, -0.06, 0.29], [0.42, 0.18, 0.02], [0.05, -0.26, -0.12], [-0.27, 0.48, 0.54], [0.08, -0.04, 0.00], [0.19, 0.17, -0.11], [-0.07, 0.03, -0.05], [0.02, -0.11, 0.03], [-0.16, -0.20, -0.09], [-0.19, -0.29, -0.11], [0.05, 0.12, 0.00], [0.06, 0.06, -0.05], [0.03, -0.01, -0.02], [-0.13, -0.67, -0.59], [0.48, 1.15, -0.04], [0.39, 0.14, 0.02], [0.08, -0.06, 0.00], [-0.17, -0.08, 0.27], [-0.17, 0.18, 0.02], [-0.08, 0.06, -0.09], [-0.09, 0.06, -0.10], [0.30, -0.10, -0.19], [-0.11, 0.09, 0.04], [-0.04, -0.22, 0.14], [0.17, -0.23, 0.09], [0.18, 0.27, 0.04], [2.52, 0.17, 1.31], [0.29, -0.16, -0.19], [-0.03, 0.11, -0.05], [-0.19, 0.10, 0.21], [-0.09, -0.05, -0.08], [0.01, 0.16, 0.21], [0.19, -0.16, 0.06], [-0.71, 0.37, -0.04], [0.18, -0.07, -0.16], [-0.06, 0.14, 0.10], [-0.06, -0.07, 0.00], [-0.24, -0.02, 0.06], [0.07, -0.36, 0.28], [-0.49, 0.31, -0.50], [-0.05, 0.04, 0.10], [0.06, -0.07, -0.05], [0.07, -0.01, -0.03], [-0.23, 2.58, -1.18], [-1.88, -0.28, 1.73], [-0.02, 0.01, -0.04], [0.02, -0.09, 0.00], [-0.74, 0.45, -0.04], [0.09, 0.38, 0.00], [0.08, -0.31, -0.16], [0.10, -0.04, 0.01], [0.02, 0.01, -0.02], [-0.09, -0.01, -0.77], [0.01, -0.13, 0.01], [0.03, 0.27, 0.19], [0.52, 0.57, 0.31], [0.04, -0.07, -0.01], [0.02, -0.06, 0.02], [-1.82, -0.29, 0.77], [-0.07, -0.25, 0.12], [-0.32, -0.02, 0.60], [0.64, -0.32, -0.56], [-0.06, 0.00, -0.03], [-0.01, -0.07, -0.06], [0.02, 0.00, 0.09], [0.00, -0.10, 0.02], [0.03, -0.11, 0.03], [0.27, -0.76, -0.03], [0.30, 0.84, -0.28], [-0.22, -0.07, -0.24], [0.38, -1.38, -0.42], [0.23, -0.35, -0.59], [0.07, 0.06, 0.10], [-0.05, 0.16, 0.13], [0.07, 0.08, -0.01], [-0.25, 0.05, 0.17], [0.10, 0.00, 0.15], [-0.03, 0.04, -0.08], [1.18, -0.04, -0.04], [-0.13, 0.06, 0.16], [-0.05, -0.03, -0.09], [-0.03, 0.10, -0.05], [-0.17, -0.22, -0.13], [0.43, -0.42, 0.21], [0.07, -0.02, -0.05], [-0.14, 0.19, 0.04], [-0.04, 0.11, 0.18], [0.32, -1.79, 0.53]]
}

***

(2)
{
  "formula": "C22H62N13O30PSi",
  "method": "wB97M-V/def2-TZVPD",
  "homo_lumo_gap_ev": 8.19,
  "homo_energy_ev": -8.85,
  "spin_multiplicity": 1,
  "species": ["H", "N", "H", "H", "C", "O", "H", "N", "H", "N", "C", "H", "N", "H", "H", "O", "H", "C", "O", "P", "O", "O", "H", "O", "H", "H", "C", "H", "N", "O", "H", "O", "H", "C", "C", "Si", "O", "H", "C", "H", "H", "O", "C", "H", "H", "H", "H", "H", "H", "H", "H", "H", "C", "N", "H", "H", "C", "N", "O", "O", "H", "O", "H", "O", "H", "H", "H", "C", "C", "H", "N", "H", "H", "O", "H", "H", "O", "N", "O", "O", "H", "O", "O", "O", "H", "C", "C", "O", "H", "O", "H", "O", "C", "H", "H", "H", "H", "H", "C", "N", "N", "H", "H", "C", "C", "H", "O", "O", "H", "H", "C", "N", "H", "H", "C", "N", "H", "O", "O", "H", "O", "C", "O", "H", "H", "H", "H", "H", "C"],
  "positions_angstrom": [[2.85001, -0.50630, 1.91465], [5.08453, -6.35518, 6.38660], [-1.01140, 0.98014, 0.83803], [1.88722, -2.73029, 2.43150], [5.44766, -4.10590, 2.71830], [-4.38601, 2.14035, -11.17132], [0.97524, 2.01635, -0.18171], [12.88175, -3.90957, 3.33395], [-0.79087, -2.89300, 5.86974], [0.14683, -0.52587, 0.09460], [-6.49805, 2.59642, -10.36097], [10.97862, -3.32756, 4.01154], [-8.18260, 6.28321, -4.02758], [-1.03767, 0.70196, -4.24377], [2.20425, -0.15196, -2.06909], [14.03336, -4.12935, 3.63381], [-6.58993, 5.20249, -3.18826], [-9.20437, 6.00491, -7.77805], [2.10647, 5.43389, 1.09449], [-2.82445, -1.13108, -0.09741], [-0.80804, 2.97491, -0.75632], [-6.49745, -1.30836, 3.48133], [-8.64136, 5.48450, -7.01181], [-2.29937, -1.41918, 1.39164], [-0.02554, 3.36300, 1.16223], [-1.64910, -2.13179, 1.29934], [-0.67269, 0.65009, -0.15095], [-6.47744, 6.98130, -3.04699], [1.35831, 6.36675, 1.29353], [0.34085, 6.59252, 0.67102], [-3.96562, -1.46468, 2.95172], [-5.60014, 3.53640, -2.34297], [12.36841, -2.56773, 4.84933], [10.25408, -3.60869, -0.10956], [-0.80428, 3.69622, 0.47481], [0.59331, 1.69382, -2.60683], [-8.26944, 5.42494, -4.88593], [2.37271, 3.37240, -2.23805], [0.07030, 1.84711, -0.77858], [-4.57011, 0.15412, 0.16068], [5.06022, -4.78109, 1.96532], [11.35489, -3.08478, -2.08341], [-0.72095, -2.13759, 5.10381], [10.29290, -2.53084, -0.00462], [0.65059, -0.82011, -0.73798], [1.16849, -0.59465, -3.42241], [-0.64878, 4.75260, 0.25992], [3.31857, -6.68736, 7.44914], [9.22802, -3.95967, -0.14987], [11.95889, -4.27820, 5.17045], [-3.99828, -3.24607, 3.13008], [1.76855, 6.72451, 3.30951], [3.63925, -2.49904, -0.28022], [0.23408, -2.62233, 4.07884], [-7.08874, 2.30737, -9.50151], [2.10451, 3.07189, -3.93994], [11.96653, -3.48475, 4.42956], [-5.17441, 1.91950, -10.27728], [5.22450, -5.87765, 5.27748], [1.01305, -0.27128, 1.18857], [1.58115, -2.61015, 0.23277], [-5.15186, 2.20619, -0.71570], [2.83008, -0.10336, 0.20709], [2.67192, -2.94731, 1.91310], [5.37066, -4.54225, 3.71042], [4.46232, -3.03154, 0.19586], [-4.89543, -2.45583, 1.79655], [1.73158, 0.22953, -2.97775], [2.49256, -2.22556, 0.70557], [4.05136, -1.57848, -0.69480], [-5.76109, -2.24496, 3.69058], [3.30444, -3.09546, -1.12794], [2.69836, 7.71824, 2.15035], [5.78245, -7.21470, 6.87153], [-1.73612, -0.11148, -1.93416], [-6.97018, 2.27944, -11.28548], [-5.93439, -3.08755, 4.55442], [-3.40427, -3.03162, 7.17745], [-2.80400, -3.62007, 6.29728], [-8.88816, 7.26424, -3.95581], [4.93954, -3.14860, 2.67591], [12.41352, -4.00748, 2.21812], [1.37793, -2.86690, 4.41003], [7.38882, -4.41685, 1.48387], [4.39474, -5.43054, 8.12659], [3.96232, -5.84360, 7.22049], [-7.13116, 6.11599, -2.98828], [-8.81203, 4.34058, -9.32582], [-5.09538, -3.63547, 8.24352], [-8.23374, 6.34395, -9.85972], [0.97476, 4.14972, -3.02305], [-2.66319, -2.34435, -0.91785], [-1.92086, 0.23032, -0.91796], [0.96902, 8.07624, 2.44819], [-5.33938, -2.25865, 7.12812], [10.79699, -4.09699, 0.69152], [-1.79252, 3.60857, 0.93908], [-1.67359, -1.97550, 4.61795], [-5.00133, 1.36762, -2.87404], [-8.71055, 5.53062, -9.09813], [6.88743, -3.86548, 2.44326], [-4.73996, 0.47630, -2.31402], [-5.90272, 1.20683, -3.45782], [1.59063, 3.25387, -2.99361], [-0.87136, 1.68806, -3.80257], [-4.18388, 1.69351, -3.51131], [-0.17535, -2.75018, 2.94078], [-2.88867, -2.28455, 7.98017], [2.53804, 0.50533, -3.65697], [-7.62976, 6.07287, -2.02477], [1.72495, 7.30232, 2.39131], [10.90831, -3.97889, -1.39302], [-2.58872, 1.09813, -0.92571], [-6.31885, 3.66660, -10.36908], [-4.55444, -2.36746, 2.82375], [-5.27327, 2.45837, -1.89924], [-0.31924, -1.21120, 5.50642], [-4.96729, 1.19553, -9.32444], [10.95078, -5.15918, -1.66755], [3.43272, -5.08565, 6.65494], [-4.40006, -0.79179, 0.03520], [2.33872, -0.71740, 0.97160], [7.48098, -3.12295, 3.20020], [-1.79659, 1.96651, -3.29521], [-9.04707, 7.07517, -7.71614], [-5.16999, -3.91218, 6.47843], [-10.26030, 5.76022, -7.71589], [-0.66583, 2.38984, -4.61055], [-4.87434, -3.23029, 7.25988]],
  "forces_ev_per_angstrom": [[-0.01, 0.05, -0.02], [-0.05, 0.04, 0.01], [0.06, -0.10, 0.04], [0.15, -0.45, 0.25], [-0.05, -0.08, 0.00], [0.03, 0.00, -0.02], [-0.02, 0.15, 0.03], [-0.08, 0.01, 0.05], [0.06, -0.05, 0.11], [-0.68, -0.55, -0.24], [-0.09, -0.03, 0.13], [0.02, -0.02, -0.04], [0.05, 0.01, 0.06], [0.05, 0.01, -0.02], [0.10, 0.00, -0.05], [0.03, 0.00, 0.00], [-0.10, 0.07, -0.07], [0.03, 0.17, -0.04], [0.02, -0.03, -0.01], [0.36, -1.90, -1.42], [0.59, 0.04, 0.20], [-0.04, 0.07, 0.04], [-0.12, -0.06, -0.06], [-0.53, 0.79, -0.23], [0.00, -0.15, -0.04], [0.29, 0.13, 0.20], [0.39, 0.21, 0.35], [-0.09, 0.07, 0.05], [0.00, 0.03, -0.01], [0.12, 0.26, 0.03], [-0.17, -0.03, -0.05], [0.09, -0.13, 0.10], [0.07, -0.05, 0.05], [-0.10, 0.14, 0.01], [-0.60, 0.34, -0.21], [0.45, 0.76, -0.67], [0.02, -0.03, 0.12], [-0.04, 0.16, 0.01], [-0.67, -0.70, -0.38], [-0.28, 0.09, 0.03], [0.05, 0.01, -0.03], [0.01, 0.00, -0.03], [0.25, 0.29, -0.11], [0.05, 0.00, -0.06], [0.35, 0.22, 0.13], [0.07, -0.04, -0.02], [0.05, -0.20, -0.05], [0.06, -0.03, 0.07], [0.03, -0.10, 0.03], [0.08, 0.03, 0.03], [-0.03, -0.01, 0.06], [0.09, -0.03, -0.03], [0.18, -0.05, 0.14], [-0.04, 0.02, -0.08], [0.04, -0.02, 0.02], [-0.13, 0.27, -0.12], [-0.19, 0.04, -0.03], [-0.06, 0.00, 0.01], [0.03, -0.15, 0.13], [0.22, 0.09, 0.22], [-0.13, 0.26, 0.05], [0.07, -0.02, 0.13], [-0.19, -0.09, -0.22], [0.12, 0.44, -0.35], [0.05, 0.18, -0.14], [-0.07, -0.02, 0.07], [-0.01, 0.13, 0.05], [-0.28, -0.15, 0.42], [-0.02, -0.02, -0.83], [0.01, 0.03, 0.05], [0.09, -0.17, -0.11], [-0.01, -0.09, 0.08], [0.04, -0.08, 0.03], [0.03, -0.02, 0.01], [-0.01, -0.09, 0.01], [0.06, 0.08, -0.05], [-0.07, 0.12, -0.16], [-0.13, -0.03, -0.06], [-0.20, -0.19, 0.14], [-0.02, 0.02, -0.03], [-0.01, 0.00, 0.06], [0.12, -0.01, 0.01], [-0.27, 0.13, 0.29], [0.01, 0.02, -0.03], [0.01, -0.09, 0.04], [-0.13, 0.14, -0.06], [0.11, -0.08, -0.04], [-0.01, -0.05, -0.02], [0.07, 0.13, 0.07], [0.04, -0.03, -0.03], [0.06, 0.05, -0.09], [-0.12, 0.01, 0.08], [-0.76, 0.52, 1.14], [-0.02, -0.03, -0.04], [-0.01, 0.01, 0.06], [-0.07, -0.08, -0.06], [0.11, -0.15, 0.17], [-0.01, -0.05, -0.03], [0.07, -0.23, 0.05], [-0.06, 0.09, 0.03], [-0.02, -0.06, 0.03], [0.00, 0.00, -0.03], [0.00, 0.12, -0.03], [0.06, -0.70, 0.41], [-0.02, -0.38, 0.31], [-0.05, 0.06, -0.04], [0.01, -0.05, -0.11], [0.04, 0.02, 0.02], [-0.08, 0.06, -0.08], [-0.01, 0.09, 0.00], [-0.10, 0.14, 0.05], [0.01, 0.07, 0.05], [0.16, 0.11, -0.35], [0.00, 0.00, -0.11], [-0.06, -0.16, 0.20], [0.02, -0.13, -0.07], [0.07, -0.05, 0.02], [0.03, -0.01, 0.02], [0.00, -0.03, -0.02], [0.04, -0.01, -0.04], [0.98, 0.76, 0.30], [0.17, 0.00, 0.22], [0.04, 0.02, 0.01], [0.05, 0.23, -0.06], [0.02, 0.00, -0.06], [0.04, -0.02, -0.05], [0.03, -0.11, 0.02], [-0.10, 0.04, -0.01], [-0.09, -0.17, 0.16]]
}